No. 1
13
Properties=species:S:1:pos:R:3:nbo_charge:R:1 method="wB97M-V/def2-TZVPD" smiles="O=P1([O-])c2ccccc21" total_charge=-1 orbital_gap_ev=8.4249
C -0.418 -0.687 -0.202 -0.249
C -0.379 0.696 0.043 -0.230
C 0.773 -1.387 -0.247 -0.204
C 0.792 1.381 0.416 -0.222
C 1.945 -0.708 -0.060 -0.394
C 1.955 0.660 0.291 -0.376
O 4.302 0.287 -1.346 -1.130
O 4.579 -0.261 1.197 -1.127
P 3.683 -0.012 0.005 2.173
H -1.248 -1.311 -0.472 0.195
H -1.163 1.411 0.109 0.189
H 0.625 -2.388 -0.416 0.186
H 0.609 2.338 0.671 0.188

No. 2
13
Properties=species:S:1:pos:R:3:nbo_charge:R:1 method="wB97M-V/def2-TZVPD" smiles="O=C1SC2=C(CC2)C1=O" total_charge=0 orbital_gap_ev=7.4089
C 1.604 0.750 -0.057 -0.209
C 1.553 -0.910 -0.019 -0.080
C 2.889 1.229 0.118 0.420
C 3.932 -0.106 -0.006 0.437
C 0.096 0.744 -0.004 -0.400
C 0.051 -0.810 -0.206 -0.451
O 3.416 2.304 0.230 -0.531
O 5.089 -0.103 -0.198 -0.447
S 2.956 -1.738 -0.047 0.333
H -0.547 1.176 0.818 0.227
H -0.302 1.242 -0.852 0.212
H -0.111 -1.015 -1.250 0.247
H -0.764 -1.478 0.297 0.243

No. 3
11
Properties=species:S:1:pos:R:3:nbo_charge:R:1 method="wB97M-V/def2-TZVPD" smiles="C1=Cc2sccc21" total_charge=0 orbital_gap_ev=7.7908
C -1.491 -0.825 0.531 -0.194
C -1.917 0.104 -0.309 -0.158
C 1.352 -0.324 0.570 -0.265
C 1.942 0.596 -0.317 -0.476
C -0.019 -0.305 0.373 -0.070
C -0.464 0.500 -0.679 -0.332
S 0.811 1.455 -1.225 0.552
H -1.914 -1.396 1.436 0.229
H -2.919 0.458 -0.761 0.231
H 1.736 -1.187 1.125 0.238
H 2.882 0.923 -0.744 0.245

No. 4
20
Properties=species:S:1:pos:R:3:nbo_charge:R:1 method="wB97M-V/def2-TZVPD" total_charge=-1 orbital_gap_ev=7.5722
Au -1.061 1.379 -1.809 0.457
F -4.016 0.839 2.074 -0.621
Te -3.517 1.096 0.293 3.428
F -4.332 -0.555 -0.025 -0.631
F -5.180 1.938 0.178 -0.631
F -2.737 2.678 0.902 -0.628
F -1.980 0.168 0.799 -0.623
O -3.156 1.403 -1.462 -1.163
S 1.179 1.346 -2.184 -0.356
C 1.705 0.150 -0.971 -0.133
C 2.186 0.562 0.271 -0.232
C 2.656 -0.363 1.192 -0.213
C 2.656 -1.717 0.891 -0.240
C 2.178 -2.137 -0.343 -0.215
C 1.710 -1.213 -1.265 -0.232
H 2.175 1.618 0.509 0.217
H 3.019 -0.022 2.155 0.201
H 3.020 -2.439 1.612 0.199
H 2.165 -3.192 -0.590 0.200
H 1.331 -1.538 -2.225 0.216